Record 1
13 unconnected molecules or ions with the total composition C25H77N27O15P. Source: OMol25; level of theory: wB97M-V/def2-TZVPD.

Last columns: bonded neighbours and bond lengths (Å).
Positions of all 145 atoms, in Å:
1 C -3.68 0.60 1.36  C2 1.528, H21 1.072, H22 1.082, H23 1.078
2 C -3.10 0.38 -0.04  C1 1.528, C3 1.516, H24 1.081, H25 1.082
3 C -2.66 1.63 -0.77  C2 1.516, C4 1.524, H26 1.081, H27 1.082
4 C -1.29 2.16 -0.36  C3 1.524, C5 1.535, H28 1.079, H29 1.081
5 C -1.27 2.88 0.99  C4 1.535, N6 1.491, H30 1.075, H31 1.073
6 N -0.32 2.33 2.00  C5 1.491, P7 1.928, C10 1.491, C19 1.489
7 P -1.01 2.87 3.71  N6 1.928, N8 1.650, O9 1.594
8 N 0.25 3.22 4.71  P7 1.650, H32 1.019, H33 1.008
9 O -1.63 4.30 3.38  P7 1.594, H34 0.980
10 C -0.24 0.84 2.12  N6 1.491, C11 1.525, H35 1.076, H36 1.076
11 C 1.12 0.44 1.56  C10 1.525, C12 1.514, C18 1.537, H37 1.081
12 C 1.51 -0.98 1.92  C11 1.514, C13 1.531, H38 1.076, H39 1.082
13 C 0.90 -1.94 0.90  C12 1.531, O14 1.428, H40 1.083, H41 1.078
14 O 1.80 -2.29 -0.16  C13 1.428, C15 1.363
15 C 1.41 -1.80 -1.36  O14 1.363, C16 1.491, O17 1.202
16 C 0.02 -2.03 -1.85  C15 1.491, H42 1.082, H43 1.080, H44 1.074
17 O 2.20 -1.20 -2.05  C15 1.202
18 C 1.96 1.59 2.14  C11 1.537, C19 1.505, H45 1.081, H46 1.079
19 C 1.08 2.72 1.69  N6 1.489, C18 1.505, N20 1.440, H47 1.089
20 N 1.43 4.08 2.02  C19 1.440, H48 1.006, H49 1.007
21 H -4.54 -0.02 1.50  C1 1.072
22 H -4.01 1.63 1.48  C1 1.082
23 H -3.01 0.37 2.16  C1 1.078
24 H -3.89 -0.08 -0.63  C2 1.081
25 H -2.29 -0.33 -0.03  C2 1.082
26 H -3.41 2.41 -0.70  C3 1.081
27 H -2.58 1.39 -1.82  C3 1.082
28 H -1.00 2.88 -1.11  C4 1.079
29 H -0.57 1.35 -0.43  C4 1.081
30 H -1.01 3.91 0.82  C5 1.075
31 H -2.27 2.90 1.38  C5 1.073
32 H 0.94 3.87 4.33  N8 1.019
33 H 0.69 2.42 5.12  N8 1.008
34 H -2.53 4.27 3.78  O9 0.980
35 H -0.99 0.30 1.56  C10 1.076
36 H -0.30 0.58 3.16  C10 1.076
37 H 1.19 0.57 0.49  C11 1.081
38 H 2.58 -1.09 1.96  C12 1.076
39 H 1.03 -1.24 2.85  C12 1.082
40 H 0.01 -1.47 0.51  C13 1.083
41 H 0.57 -2.84 1.38  C13 1.078
42 H -0.60 -1.16 -1.66  C16 1.082
43 H -0.46 -2.89 -1.42  C16 1.080
44 H 0.06 -2.17 -2.92  C16 1.074
45 H 2.06 1.46 3.21  C18 1.081
46 H 2.97 1.70 1.76  C18 1.079
47 H 1.20 2.64 0.61  C19 1.089
48 H 2.42 4.21 2.06  N20 1.006
49 H 1.05 4.72 1.34  N20 1.007
50 C 1.81 -4.81 -4.08  O51 1.224, N52 1.366, N53 1.368
51 O 1.37 -4.27 -5.09  C50 1.224
52 N 1.55 -6.12 -3.81  C50 1.366, H54 1.001, H55 1.002
53 N 2.58 -4.16 -3.15  C50 1.368, H56 1.004, H57 1.002
54 H 1.89 -6.59 -2.99  N52 1.001
55 H 0.99 -6.62 -4.47  N52 1.002
56 H 2.80 -3.19 -3.31  N53 1.004
57 H 2.92 -4.60 -2.32  N53 1.002
58 C 2.37 -2.17 -8.02  O59 1.229, N60 1.364, N61 1.365
59 O 3.16 -3.10 -8.14  C58 1.229
60 N 2.21 -1.24 -9.00  C58 1.364, H62 0.999, H63 1.002
61 N 1.61 -2.00 -6.90  C58 1.365, H64 1.015, H65 1.001
62 H 1.58 -0.47 -8.93  N60 0.999
63 H 2.76 -1.33 -9.84  N60 1.002
64 H 1.69 -2.68 -6.15  N61 1.015
65 H 0.96 -1.24 -6.80  N61 1.001
66 C 3.11 6.03 4.94  O67 1.226, N68 1.372, N69 1.357
67 O 3.31 4.84 5.16  C66 1.226
68 N 1.93 6.65 5.27  C66 1.372, H70 1.001, H71 1.002
69 N 4.05 6.81 4.35  C66 1.357, H72 1.010, H73 1.002
70 H 1.75 7.62 5.10  N68 1.001
71 H 1.23 6.09 5.71  N68 1.002
72 H 4.93 6.38 4.10  N69 1.010
73 H 3.92 7.78 4.13  N69 1.002
74 C -5.00 -3.00 2.74  O75 1.226, N76 1.371, N77 1.358
75 O -4.04 -2.31 2.40  C74 1.226
76 N -4.84 -4.29 3.18  C74 1.371, H78 1.004, H79 1.002
77 N -6.28 -2.55 2.71  C74 1.358, H80 1.005, H81 1.001
78 H -5.61 -4.87 3.47  N76 1.004
79 H -3.91 -4.65 3.23  N76 1.002
80 H -6.45 -1.61 2.40  N77 1.005
81 H -7.06 -3.10 3.00  N77 1.001
82 C -9.31 -0.23 3.33  O83 1.222, N84 1.365, N85 1.367
83 O -8.57 -0.63 2.45  C82 1.222
84 N -9.85 -1.06 4.27  C82 1.365, H86 1.002, H87 1.002
85 N -9.65 1.09 3.45  C82 1.367, H88 1.002, H89 1.001
86 H -10.46 -0.75 5.00  N84 1.002
87 H -9.62 -2.03 4.21  N84 1.002
88 H -9.27 1.72 2.77  N85 1.002
89 H -10.26 1.44 4.16  N85 1.001
90 C -5.44 -4.48 7.15  O91 1.219, N92 1.368, N93 1.369
91 O -6.59 -4.07 7.12  C90 1.219
92 N -5.02 -5.41 8.07  C90 1.368, H94 1.001, H95 1.002
93 N -4.50 -4.06 6.26  C90 1.369, H96 1.001, H97 1.001
94 H -4.09 -5.77 8.10  N92 1.001
95 H -5.69 -5.74 8.73  N92 1.002
96 H -4.79 -3.39 5.58  N93 1.001
97 H -3.55 -4.39 6.25  N93 1.001
98 C 7.12 -2.95 -7.99  O99 1.225, N100 1.374, N101 1.354
99 O 7.33 -2.03 -7.20  C98 1.225
100 N 8.15 -3.68 -8.54  C98 1.374, H102 1.001, H103 1.001
101 N 5.87 -3.30 -8.37  C98 1.354, H104 1.010, H105 1.001
102 H 8.00 -4.43 -9.18  N100 1.001
103 H 9.08 -3.43 -8.27  N100 1.001
104 H 5.09 -2.79 -7.99  N101 1.010
105 H 5.68 -4.05 -9.02  N101 1.001
106 C 7.38 5.09 2.45  O107 1.228, N108 1.367, N109 1.354
107 O 6.54 5.99 2.44  C106 1.228
108 N 8.72 5.35 2.46  C106 1.367, H110 1.003, H111 1.001
109 N 7.06 3.77 2.48  C106 1.354, H112 1.000, H113 1.008
110 H 9.42 4.63 2.47  N108 1.003
111 H 9.00 6.31 2.45  N108 1.001
112 H 6.08 3.54 2.48  N109 1.000
113 H 7.74 3.03 2.49  N109 1.008
114 C 8.47 1.36 0.06  O115 1.226, N116 1.355, N117 1.365
115 O 8.48 1.82 1.20  C114 1.226
116 N 8.12 0.07 -0.19  C114 1.355, H118 1.003, H119 1.001
117 N 8.82 2.10 -1.03  C114 1.365, H120 1.002, H121 1.002
118 H 8.12 -0.34 -1.10  N116 1.003
119 H 7.87 -0.49 0.60  N116 1.001
120 H 9.09 3.05 -0.87  N117 1.002
121 H 8.83 1.74 -1.96  N117 1.002
122 C -4.86 5.72 3.82  O123 1.228, N124 1.363, N125 1.359
123 O -4.31 4.63 3.99  C122 1.228
124 N -4.44 6.61 2.88  C122 1.363, H126 1.002, H127 1.002
125 N -5.93 6.10 4.57  C122 1.359, H128 1.003, H129 1.002
126 H -4.87 7.50 2.72  N124 1.002
127 H -3.65 6.35 2.31  N124 1.002
128 H -6.25 5.46 5.27  N125 1.003
129 H -6.39 6.98 4.46  N125 1.002
130 C -4.46 -7.95 1.76  O131 1.220, N132 1.367, N133 1.369
131 O -4.32 -7.94 2.98  C130 1.220
132 N -4.70 -9.09 1.06  C130 1.367, H134 1.001, H135 1.002
133 N -4.37 -6.80 1.03  C130 1.369, H136 1.001, H137 1.002
134 H -4.81 -9.12 0.06  N132 1.001
135 H -4.77 -9.95 1.58  N132 1.002
136 H -4.20 -5.96 1.54  N133 1.001
137 H -4.48 -6.76 0.03  N133 1.002
138 C 1.83 0.96 -12.01  O139 1.220, N140 1.365, N141 1.370
139 O 2.52 0.20 -11.35  C138 1.220
140 N 2.34 1.67 -13.06  C138 1.365, H142 1.001, H143 1.002
141 N 0.50 1.16 -11.75  C138 1.370, H144 1.001, H145 1.001
142 H 1.79 2.30 -13.62  N140 1.001
143 H 3.31 1.54 -13.28  N140 1.002
144 H 0.10 0.65 -11.00  N141 1.001
145 H -0.08 1.78 -12.29  N141 1.001

Its max |F| is 2.03 eV/A. The value obtained for the total energy is -3947.50694 hartree. As for the total charge: +1. Its lowest unoccupied orbital energy is -1.615 eV.

Record 2
16 unconnected molecules or ions with the total composition C25H77NO18S. Source: OMol25; level of theory: wB97M-V/def2-TZVPD.

Last columns: bonded neighbours and bond lengths (Å).
Positions of all 122 atoms, in Å:
1 O -3.33 1.28 -2.54  C2 1.213
2 C -2.20 1.15 -2.10  O1 1.213, O3 1.347, H16 1.115
3 O -1.16 0.77 -2.87  C2 1.347, C4 1.449
4 C 0.14 0.65 -2.25  O3 1.449, C5 1.525, H17 1.109, H18 1.105
5 C 0.50 -0.79 -1.90  C4 1.525, C6 1.557, H19 1.100, H20 1.105
6 C 0.29 -1.15 -0.40  C5 1.557, C7 1.556, C11 1.575, H21 1.109
7 C 1.60 -1.58 0.32  C6 1.556, C8 1.527, H22 1.107, H23 1.101
8 C 1.43 -3.06 0.64  C7 1.527, O9 1.220, N10 1.448
9 O 2.09 -3.72 1.43  C8 1.220
10 N 0.31 -3.58 -0.12  C8 1.448, C11 1.502, H24 1.031
11 C -0.62 -2.41 -0.11  C6 1.575, N10 1.502, C12 1.538, H25 1.108
12 C -1.82 -2.64 -1.05  C11 1.538, C13 1.542, H26 1.106, H27 1.112
13 C -3.07 -3.30 -0.42  C12 1.542, C14 1.534, H28 1.111, H29 1.109
14 C -3.42 -2.89 1.01  C13 1.534, S15 1.811, H30 1.108, H31 1.108
15 S -3.70 -1.12 1.30  C14 1.811, H32 1.346
16 H -1.97 1.26 -1.02  C2 1.115
17 H 0.17 1.30 -1.36  C4 1.109
18 H 0.85 1.06 -2.99  C4 1.105
19 H -0.03 -1.49 -2.56  C5 1.100
20 H 1.58 -0.88 -2.14  C5 1.105
21 H -0.16 -0.30 0.15  C6 1.109
22 H 2.48 -1.46 -0.34  C7 1.107
23 H 1.83 -0.98 1.22  C7 1.101
24 H 0.64 -3.73 -1.08  N10 1.031
25 H -0.93 -2.29 0.94  C11 1.108
26 H -2.11 -1.71 -1.57  C12 1.106
27 H -1.47 -3.33 -1.84  C12 1.112
28 H -3.94 -3.04 -1.06  C13 1.111
29 H -2.97 -4.41 -0.43  C13 1.109
30 H -4.40 -3.34 1.28  C14 1.108
31 H -2.68 -3.28 1.74  C14 1.108
32 H -2.51 -0.57 0.99  S15 1.346
33 C 3.53 2.18 -1.99  O34 1.438, H35 1.086, H36 1.091, H37 1.090
34 O 3.42 0.78 -1.70  C33 1.438, H38 0.964
35 H 2.65 2.67 -1.59  C33 1.086
36 H 4.42 2.61 -1.52  C33 1.091
37 H 3.58 2.34 -3.07  C33 1.090
38 H 4.19 0.34 -2.08  O34 0.964
39 C -6.66 2.58 -0.09  O40 1.422, H41 1.089, H42 1.093, H43 1.093
40 O -5.99 1.32 -0.06  C39 1.422, H44 0.962
41 H -7.21 2.68 0.85  C39 1.089
42 H -5.96 3.41 -0.17  C39 1.093
43 H -7.38 2.63 -0.92  C39 1.093
44 H -5.49 1.21 -0.87  O40 0.962
45 C 1.91 5.28 0.49  O46 1.429, H47 1.085, H48 1.092, H49 1.092
46 O 2.32 5.02 -0.86  C45 1.429, H50 0.962
47 H 2.24 4.44 1.09  C45 1.085
48 H 2.36 6.19 0.87  C45 1.092
49 H 0.82 5.35 0.57  C45 1.092
50 H 2.05 5.76 -1.41  O46 0.962
51 C 2.34 -0.76 -5.62  O52 1.418, H53 1.089, H54 1.094, H55 1.094
52 O 1.83 -1.49 -4.52  C51 1.418, H56 0.965
53 H 2.40 0.28 -5.31  C51 1.089
54 H 3.34 -1.10 -5.91  C51 1.094
55 H 1.68 -0.83 -6.49  C51 1.094
56 H 1.76 -2.42 -4.78  O52 0.965
57 C 6.49 -0.35 0.63  O58 1.419, H59 1.088, H60 1.094, H61 1.095
58 O 5.40 0.56 0.61  C57 1.419, H62 0.965
59 H 7.08 -0.11 1.51  C57 1.088
60 H 6.15 -1.39 0.72  C57 1.094
61 H 7.12 -0.25 -0.25  C57 1.095
62 H 4.85 0.37 -0.16  O58 0.965
63 C 3.62 4.83 -4.56  O64 1.420, H65 1.088, H66 1.094, H67 1.093
64 O 4.89 4.31 -4.20  C63 1.420, H68 0.962
65 H 3.13 4.07 -5.16  C63 1.088
66 H 3.01 5.04 -3.68  C63 1.094
67 H 3.71 5.74 -5.16  C63 1.093
68 H 5.34 4.97 -3.66  O64 0.962
69 C 1.88 3.87 4.37  O70 1.425, H71 1.088, H72 1.089, H73 1.092
70 O 1.05 4.44 3.35  C69 1.425, H74 0.961
71 H 2.90 3.93 4.01  C69 1.088
72 H 1.79 4.44 5.30  C69 1.089
73 H 1.62 2.83 4.56  C69 1.092
74 H 0.14 4.40 3.65  O70 0.961
75 C -5.72 1.53 3.75  O76 1.423, H77 1.088, H78 1.094, H79 1.092
76 O -4.52 2.00 3.15  C75 1.423, H80 0.965
77 H -5.67 1.78 4.81  C75 1.088
78 H -6.60 2.01 3.32  C75 1.094
79 H -5.82 0.45 3.65  C75 1.092
80 H -4.57 1.75 2.22  O76 0.965
81 C -1.12 4.83 7.64  O82 1.424, H83 1.088, H84 1.092, H85 1.092
82 O -0.51 4.35 6.44  C81 1.424, H86 0.960
83 H -0.33 5.31 8.21  C81 1.088
84 H -1.89 5.57 7.42  C81 1.092
85 H -1.55 4.03 8.24  C81 1.092
86 H -1.19 3.92 5.91  O82 0.960
87 C 4.64 -6.16 1.59  O88 1.417, H89 1.089, H90 1.093, H91 1.095
88 O 4.99 -4.81 1.37  C87 1.417, H92 0.965
89 H 5.52 -6.67 1.98  C87 1.089
90 H 3.83 -6.26 2.32  C87 1.093
91 H 4.34 -6.66 0.66  C87 1.095
92 H 4.20 -4.35 1.07  O88 0.965
93 C -0.94 -7.07 -0.84  O94 1.422, H95 1.087, H96 1.094, H97 1.091
94 O -2.26 -6.55 -0.88  C93 1.422, H98 0.962
95 H -0.48 -6.68 0.06  C93 1.087
96 H -0.93 -8.16 -0.81  C93 1.094
97 H -0.35 -6.72 -1.70  C93 1.091
98 H -2.70 -6.87 -1.67  O94 0.962
99 C -7.50 -2.00 0.64  O100 1.415, H101 1.089, H102 1.095, H103 1.096
100 O -7.43 -0.80 1.39  C99 1.415, H104 0.968
101 H -7.78 -2.80 1.32  C99 1.089
102 H -8.25 -1.93 -0.16  C99 1.095
103 H -6.53 -2.24 0.19  C99 1.096
104 H -7.13 -0.10 0.79  O100 0.968
105 C 0.79 8.54 7.20  O106 1.420, H107 1.088, H108 1.094, H109 1.093
106 O -0.53 8.03 7.13  C105 1.420, H110 0.963
107 H 0.74 9.50 7.70  C105 1.088
108 H 1.45 7.88 7.77  C105 1.094
109 H 1.22 8.69 6.20  C105 1.093
110 H -0.50 7.19 6.67  O106 0.963
111 C -0.81 -3.78 -5.37  O112 1.426, H113 1.090, H114 1.091, H115 1.093
112 O 0.48 -3.87 -5.97  C111 1.426, H116 0.962
113 H -0.64 -3.48 -4.34  C111 1.090
114 H -1.45 -3.03 -5.84  C111 1.091
115 H -1.32 -4.75 -5.38  C111 1.093
116 H 0.39 -4.13 -6.89  O112 0.962
117 C 2.75 -5.16 -2.95  O118 1.426, H119 1.088, H120 1.092, H121 1.092
118 O 1.64 -4.26 -3.08  C117 1.426, H122 0.966
119 H 3.28 -4.87 -2.05  C117 1.088
120 H 2.42 -6.19 -2.85  C117 1.092
121 H 3.43 -5.08 -3.80  C117 1.092
122 H 1.16 -4.51 -3.88  O118 0.966

The energy relative to the best compared isomer or geometry (same formula, charge and spin) is 0.00 kJ/mol. Its max |F| is 1.59 eV/A. The value obtained for the total energy is -2805.72514 hartree. Its lowest unoccupied orbital energy is 0.121 eV.

HOMO level readings, ordered: -0.364, -0.326 Ha